Entry 1:
{
  "formula": "C5H8NO3S",
  "method": "ωB97M-V/def2-TZVPD",
  "elements": ["C", "C", "C", "C", "C", "N", "O", "O", "O", "S", "H", "H", "H", "H", "H", "H", "H", "H"],
  "coordinates": [[-0.32, 2.66, -0.06], [1.28, -0.27, 1.16], [-1.32, 0.60, -0.30], [0.25, 0.75, 1.61], [-0.51, 1.32, 0.49], [-0.21, 3.59, -0.77], [0.62, -2.24, -2.73], [0.18, -2.48, -0.38], [-1.61, -2.22, -1.95], [-0.25, -1.92, -1.63], [2.04, -0.58, 1.87], [0.98, -1.25, 0.73], [1.85, 0.14, 0.33], [-1.35, -0.49, -0.19], [0.02, -0.47, -1.59], [-1.79, 1.07, -1.15], [-0.51, 0.19, 2.35], [0.65, 1.61, 2.20]],
  "charge": -1,
  "spin_multiplicity": 3,
  "homo_ev": [-3.0, -5.5],
  "e_lumo_ev": [3.42, 0.21],
  "relative_energy_ev": 0.0000
}


Entry 2:
{
  "formula": "C5H4",
  "method": "ωB97M-V/def2-TZVPD",
  "elements": ["C", "C", "C", "C", "C", "H", "H", "H", "H"],
  "coordinates": [[1.25, 0.02, 0.03], [0.05, -0.01, 0.88], [-0.90, -0.80, 0.00], [-0.87, 0.78, -0.01], [0.03, 0.00, -0.82], [1.81, -0.83, -0.08], [1.79, 0.88, 0.09], [-1.60, -1.72, -0.15], [-1.57, 1.70, 0.07]],
  "charge": 0,
  "smiles": "C1[C@]23[C@H]4[C@@H]2[C@@]143",
  "homo_ev": -9.7,
  "e_lumo_ev": 0.90,
  "relative_energy_ev": 3.1960
}


Entry 3:
{
  "formula": "C41H59Cl27F18O16",
  "method": "ωB97M-V/def2-TZVPD",
  "elements": ["C", "Cl", "Cl", "Cl", "H", "C", "Cl", "Cl", "Cl", "H", "C", "Cl", "Cl", "Cl", "H", "C", "Cl", "Cl", "Cl", "H", "C", "Cl", "Cl", "Cl", "H", "C", "Cl", "Cl", "Cl", "H", "C", "Cl", "Cl", "Cl", "H", "C", "Cl", "Cl", "Cl", "H", "C", "Cl", "Cl", "Cl", "H", "C", "O", "C", "C", "O", "C", "H", "H", "H", "H", "H", "H", "H", "H", "H", "H", "C", "O", "C", "C", "O", "C", "H", "H", "H", "H", "H", "H", "H", "H", "H", "H", "C", "C", "O", "C", "O", "C", "F", "F", "F", "H", "H", "H", "H", "H", "C", "C", "O", "C", "O", "C", "F", "F", "F", "H", "H", "H", "H", "H", "C", "C", "O", "C", "O", "C", "F", "F", "F", "H", "H", "H", "H", "H", "C", "C", "O", "C", "O", "C", "F", "F", "F", "H", "H", "H", "H", "H", "C", "C", "O", "C", "O", "C", "F", "F", "F", "H", "H", "H", "H", "H", "C", "C", "O", "C", "O", "C", "F", "F", "F", "H", "H", "H", "H", "H"],
  "coordinates": [[-30.34, -1.48, -5.90], [-29.40, -1.97, -7.39], [-29.57, -1.99, -4.41], [-31.94, -2.18, -6.01], [-30.39, -0.37, -5.82], [-28.35, -5.15, 4.56], [-27.34, -4.76, 3.15], [-29.95, -4.58, 4.42], [-27.55, -4.45, 6.00], [-28.37, -6.22, 4.68], [-27.85, -9.46, -6.10], [-26.69, -9.88, -4.79], [-29.47, -9.54, -5.49], [-27.58, -10.49, -7.53], [-27.64, -8.46, -6.43], [-22.69, 2.26, -2.50], [-24.34, 1.57, -2.40], [-22.17, 2.84, -0.91], [-22.65, 3.45, -3.75], [-22.01, 1.45, -2.83], [-21.69, -2.72, -4.47], [-20.54, -2.81, -3.17], [-22.71, -1.23, -4.31], [-22.61, -4.28, -4.58], [-21.16, -2.65, -5.41], [-23.06, -5.20, 0.32], [-23.94, -5.37, 1.86], [-23.92, -6.05, -0.96], [-21.37, -5.60, 0.33], [-23.20, -4.16, 0.10], [-24.43, -0.94, 0.94], [-25.35, -2.44, 0.80], [-25.47, 0.43, 0.70], [-23.09, -1.03, -0.18], [-24.10, -0.76, 1.98], [-30.62, -8.76, 2.15], [-29.76, -7.19, 1.94], [-30.38, -9.35, 3.79], [-30.29, -10.00, 0.90], [-31.67, -8.59, 2.03], [-26.18, 1.36, -6.23], [-27.09, 0.00, -5.50], [-26.67, 1.74, -7.97], [-24.50, 1.12, -6.03], [-26.42, 2.29, -5.74], [-32.97, -7.98, -1.45], [-32.65, -7.12, -0.39], [-32.35, -5.72, -0.67], [-32.58, -4.99, 0.62], [-32.11, -3.61, 0.57], [-32.53, -2.99, 1.81], [-33.57, -8.79, -1.02], [-32.03, -8.28, -1.90], [-33.61, -7.51, -2.22], [-33.13, -5.41, -1.40], [-31.34, -5.57, -1.08], [-32.03, -5.45, 1.39], [-33.66, -5.10, 0.79], [-33.62, -2.96, 1.84], [-32.18, -1.93, 1.67], [-31.97, -3.47, 2.60], [-28.87, -6.55, -8.78], [-28.08, -6.51, -7.65], [-28.39, -5.34, -6.89], [-27.27, -5.11, -5.88], [-27.16, -6.27, -5.08], [-25.96, -6.31, -4.29], [-29.95, -6.27, -8.58], [-28.77, -7.58, -9.15], [-28.47, -5.85, -9.56], [-29.33, -5.36, -6.40], [-28.45, -4.47, -7.52], [-27.39, -4.25, -5.25], [-26.38, -4.99, -6.52], [-25.11, -6.06, -4.93], [-25.84, -7.34, -3.95], [-25.95, -5.61, -3.45], [-26.77, -1.00, 5.97], [-26.38, -1.13, 4.47], [-27.64, -1.02, 3.74], [-28.15, 0.13, 3.45], [-27.84, 1.23, 3.80], [-29.36, -0.03, 2.50], [-28.83, -0.16, 1.26], [-30.17, -1.05, 2.72], [-30.06, 1.12, 2.55], [-27.01, 0.00, 6.34], [-25.98, -1.41, 6.63], [-27.73, -1.59, 6.18], [-26.04, -2.10, 4.16], [-25.77, -0.31, 4.14], [-38.25, -6.27, 2.88], [-37.58, -5.74, 4.10], [-36.34, -6.44, 4.49], [-35.30, -6.32, 3.73], [-35.17, -5.62, 2.76], [-34.17, -7.31, 4.14], [-34.44, -8.52, 3.63], [-33.04, -6.91, 3.59], [-34.06, -7.43, 5.50], [-39.23, -5.85, 2.87], [-38.41, -7.36, 2.89], [-37.71, -6.01, 1.97], [-38.19, -5.78, 4.99], [-37.30, -4.68, 3.90], [-28.82, -3.42, 0.37], [-29.28, -2.67, -0.81], [-28.06, -2.15, -1.45], [-27.49, -3.00, -2.20], [-27.92, -4.05, -2.62], [-26.10, -2.47, -2.63], [-25.03, -3.08, -2.11], [-26.07, -2.57, -3.96], [-25.97, -1.14, -2.38], [-29.65, -3.86, 0.96], [-28.19, -2.71, 0.97], [-28.07, -4.20, 0.05], [-29.94, -1.79, -0.72], [-29.92, -3.23, -1.49], [-28.37, -7.58, -1.77], [-26.89, -7.81, -1.42], [-26.66, -8.22, -0.02], [-26.94, -9.42, 0.36], [-27.35, -10.36, -0.21], [-26.57, -9.58, 1.87], [-27.67, -10.07, 2.48], [-25.62, -10.56, 1.94], [-26.24, -8.50, 2.48], [-28.44, -6.74, -2.52], [-28.91, -7.32, -0.83], [-28.81, -8.49, -2.26], [-26.33, -6.90, -1.41], [-26.41, -8.56, -2.10], [-25.20, -2.79, -8.01], [-25.12, -1.58, -8.81], [-24.68, -1.88, -10.15], [-24.52, -0.90, -11.01], [-24.69, 0.26, -10.84], [-23.99, -1.40, -12.44], [-22.79, -0.84, -12.57], [-23.86, -2.73, -12.48], [-24.80, -1.01, -13.42], [-24.17, -3.22, -7.82], [-25.89, -3.47, -8.46], [-25.57, -2.50, -7.07], [-24.40, -0.77, -8.46], [-26.11, -1.07, -8.93], [-28.40, 1.30, -2.27], [-29.67, 2.14, -2.13], [-30.83, 1.23, -1.99], [-31.44, 0.84, -3.06], [-31.14, 1.18, -4.21], [-32.63, -0.08, -2.73], [-33.33, 0.53, -1.80], [-33.41, -0.33, -3.74], [-32.16, -1.21, -2.24], [-28.22, 0.72, -1.37], [-27.49, 1.83, -2.45], [-28.68, 0.52, -3.01], [-29.80, 2.78, -2.99], [-29.76, 2.65, -1.18]],
  "charge": 0,
  "homo_ev": -9.8,
  "e_lumo_ev": 0.14,
  "relative_energy_ev": 0.0000
}


Entry 4:
{
  "formula": "C26H45F9N3O2P",
  "method": "ωB97M-V/def2-TZVPD",
  "elements": ["C", "C", "C", "C", "F", "F", "C", "F", "F", "C", "F", "F", "C", "F", "F", "F", "C", "C", "C", "C", "C", "C", "P", "O", "C", "O", "N", "H", "H", "H", "H", "H", "H", "H", "H", "H", "H", "H", "H", "H", "H", "H", "C", "C", "N", "C", "C", "C", "C", "H", "H", "H", "H", "H", "H", "H", "H", "H", "H", "H", "H", "H", "H", "H", "C", "C", "N", "C", "C", "C", "C", "H", "H", "H", "H", "H", "H", "H", "H", "H", "H", "H", "H", "H", "H", "H"],
  "coordinates": [[0.72, -0.69, 2.95], [0.05, 0.08, 1.96], [-0.81, 0.82, 0.73], [-2.43, 0.60, 0.67], [-2.86, 0.96, -0.71], [-2.64, -0.89, 0.78], [-3.29, 1.26, 1.88], [-4.62, 0.54, 1.89], [-2.70, 0.95, 3.24], [-3.51, 2.88, 1.85], [-2.25, 3.67, 2.12], [-4.40, 3.20, 3.03], [-4.27, 3.49, 0.54], [-5.24, 2.58, -0.12], [-3.34, 3.98, -0.54], [-5.06, 4.71, 0.95], [-0.15, 2.26, 0.23], [0.99, 1.95, -0.90], [2.35, 2.87, -0.99], [3.07, 3.18, 0.45], [2.56, 4.59, 1.17], [3.03, 1.96, 1.54], [0.26, 2.14, -2.69], [-0.91, 3.19, -2.79], [1.10, 0.32, -0.77], [2.15, -0.51, -0.86], [-0.36, -0.07, -0.46], [1.64, -1.23, 3.49], [-1.08, 2.83, -0.20], [0.18, 2.91, 1.16], [2.08, 3.86, -1.55], [3.12, 2.29, -1.67], [4.23, 3.37, 0.21], [3.45, 5.37, 1.13], [1.61, 5.05, 0.66], [2.31, 4.34, 2.28], [3.23, 0.90, 1.09], [3.88, 2.16, 2.35], [2.01, 2.06, 2.12], [-0.14, 0.84, -3.20], [1.35, 2.60, -3.55], [-0.22, -1.09, -0.21], [-1.92, -1.44, -6.92], [-2.41, -0.18, -6.21], [-1.96, 1.06, -6.84], [-2.16, 2.24, -6.00], [-3.60, 2.63, -5.67], [-2.29, 1.23, -8.26], [-3.76, 1.17, -8.65], [-0.83, -1.44, -7.03], [-2.19, -2.33, -6.34], [-2.38, -1.56, -7.91], [-2.02, -0.22, -5.19], [-3.50, -0.22, -6.13], [-1.66, 3.11, -6.46], [-1.63, 2.09, -5.06], [-4.10, 3.08, -6.53], [-3.60, 3.39, -4.88], [-4.19, 1.79, -5.32], [-1.76, 0.46, -8.83], [-1.87, 2.18, -8.62], [-4.29, 0.33, -8.19], [-3.85, 1.05, -9.74], [-4.29, 2.09, -8.39], [4.17, -4.89, 3.89], [4.11, -4.56, 5.38], [2.79, -4.11, 5.83], [2.81, -3.51, 7.17], [3.18, -4.42, 8.34], [1.67, -5.02, 5.56], [1.76, -6.43, 6.12], [3.82, -4.05, 3.28], [5.21, -5.10, 3.60], [3.58, -5.77, 3.64], [4.84, -3.76, 5.55], [4.46, -5.43, 5.95], [1.83, -3.06, 7.37], [3.51, -2.67, 7.15], [2.38, -5.11, 8.59], [3.37, -3.80, 9.23], [4.10, -4.99, 8.15], [1.54, -5.09, 4.47], [0.74, -4.56, 5.91], [2.73, -6.90, 5.94], [1.00, -7.06, 5.63], [1.55, -6.46, 7.19]],
  "charge": 0,
  "smiles": "C#C[C@@]1(C(F)(F)C(F)(F)C(F)(F)C(F)(F)F)C[C@](CC(C)C)([PH2]=O)C(=O)N1.CCN(CC)CC.CCN(CC)CC",
  "homo_ev": -8.0,
  "e_lumo_ev": -0.79
}


Entry 5:
{
  "formula": "C48H126N2O16",
  "method": "ωB97M-V/def2-TZVPD",
  "elements": ["C", "O", "C", "C", "N", "C", "C", "O", "C", "H", "H", "H", "H", "H", "H", "H", "H", "H", "H", "H", "H", "H", "H", "H", "C", "O", "C", "C", "N", "C", "C", "O", "C", "H", "H", "H", "H", "H", "H", "H", "H", "H", "H", "H", "H", "H", "H", "H", "C", "C", "C", "O", "H", "H", "H", "H", "H", "H", "H", "H", "C", "C", "C", "O", "H", "H", "H", "H", "H", "H", "H", "H", "C", "C", "C", "O", "H", "H", "H", "H", "H", "H", "H", "H", "C", "C", "C", "O", "H", "H", "H", "H", "H", "H", "H", "H", "C", "C", "C", "O", "H", "H", "H", "H", "H", "H", "H", "H", "C", "C", "C", "O", "H", "H", "H", "H", "H", "H", "H", "H", "C", "C", "C", "O", "H", "H", "H", "H", "H", "H", "H", "H", "C", "C", "C", "O", "H", "H", "H", "H", "H", "H", "H", "H", "C", "C", "C", "O", "H", "H", "H", "H", "H", "H", "H", "H", "C", "C", "C", "O", "H", "H", "H", "H", "H", "H", "H", "H", "C", "C", "C", "O", "H", "H", "H", "H", "H", "H", "H", "H", "C", "C", "C", "O", "H", "H", "H", "H", "H", "H", "H", "H"],
  "coordinates": [[-25.78, -10.25, -9.79], [-25.30, -9.53, -10.95], [-23.87, -9.31, -10.87], [-23.46, -8.62, -12.21], [-23.87, -7.23, -12.11], [-23.62, -6.54, -13.31], [-24.02, -5.09, -13.21], [-23.55, -4.28, -14.32], [-24.14, -3.03, -14.56], [-25.75, -9.62, -8.90], [-25.20, -11.08, -9.38], [-26.78, -10.60, -10.05], [-23.21, -10.17, -10.74], [-23.74, -8.71, -9.97], [-23.90, -9.14, -13.06], [-22.37, -8.52, -12.29], [-24.85, -7.32, -11.89], [-24.17, -7.07, -14.09], [-22.60, -6.62, -13.68], [-23.68, -4.63, -12.28], [-25.11, -5.04, -13.27], [-23.43, -2.42, -15.12], [-24.48, -2.45, -13.69], [-24.92, -3.07, -15.33], [-15.71, -13.39, -8.98], [-16.81, -14.28, -9.03], [-17.64, -14.00, -10.12], [-19.13, -14.53, -9.98], [-19.94, -14.77, -11.15], [-19.77, -13.98, -12.44], [-20.23, -12.51, -12.30], [-21.42, -12.31, -11.58], [-22.53, -12.03, -12.38], [-15.94, -12.32, -9.06], [-14.97, -13.58, -9.76], [-15.15, -13.63, -8.08], [-17.19, -14.42, -11.01], [-17.77, -12.93, -10.32], [-19.74, -13.90, -9.33], [-19.14, -15.47, -9.43], [-20.81, -14.48, -10.72], [-20.52, -14.59, -12.94], [-18.79, -14.16, -12.88], [-20.26, -12.08, -13.30], [-19.58, -11.86, -11.72], [-22.71, -12.93, -12.97], [-22.40, -11.12, -12.97], [-23.47, -11.95, -11.83], [-19.74, -6.00, -14.25], [-19.24, -5.35, -12.85], [-20.10, -5.64, -11.68], [-17.87, -5.78, -12.57], [-20.74, -5.67, -14.51], [-19.58, -7.08, -14.25], [-19.18, -5.73, -15.15], [-19.35, -4.28, -13.04], [-19.52, -6.19, -10.94], [-21.01, -6.19, -11.94], [-20.35, -4.72, -11.15], [-17.21, -5.32, -13.10], [-24.47, 0.46, -17.80], [-23.68, 0.97, -16.63], [-23.88, 2.46, -16.45], [-24.27, 0.28, -15.60], [-24.58, -0.63, -17.81], [-23.90, 0.65, -18.70], [-25.48, 0.86, -17.85], [-22.65, 0.63, -16.71], [-23.54, 3.17, -17.20], [-23.28, 2.83, -15.62], [-24.88, 2.67, -16.08], [-23.94, 0.62, -14.77], [-17.83, -2.42, -16.80], [-18.93, -1.69, -15.95], [-20.14, -2.59, -15.70], [-18.40, -1.53, -14.63], [-16.92, -1.86, -17.04], [-18.24, -2.89, -17.70], [-17.48, -3.26, -16.20], [-19.17, -0.69, -16.32], [-20.67, -2.65, -16.65], [-20.77, -2.14, -14.94], [-19.59, -3.51, -15.51], [-19.03, -1.12, -14.03], [-21.26, -10.46, -6.26], [-21.42, -10.27, -7.78], [-20.17, -9.54, -8.33], [-21.35, -11.52, -8.39], [-21.07, -9.50, -5.79], [-20.42, -11.12, -6.08], [-22.18, -10.86, -5.84], [-22.31, -9.70, -8.05], [-19.24, -10.00, -8.02], [-20.11, -8.48, -8.10], [-20.08, -9.45, -9.41], [-20.99, -11.43, -9.28], [-23.10, -4.93, -17.48], [-23.62, -6.09, -18.30], [-25.14, -5.95, -18.47], [-22.99, -6.37, -19.55], [-23.37, -3.94, -17.86], [-22.02, -4.95, -17.32], [-23.50, -4.94, -16.47], [-23.28, -6.94, -17.71], [-25.49, -6.76, -19.11], [-25.32, -5.01, -18.99], [-25.64, -5.90, -17.50], [-22.31, -5.70, -19.68], [-29.15, -14.06, -10.55], [-29.23, -13.73, -9.05], [-28.29, -12.59, -8.66], [-30.55, -13.43, -8.80], [-29.81, -14.85, -10.90], [-28.15, -14.48, -10.73], [-29.17, -13.17, -11.17], [-29.08, -14.59, -8.40], [-27.26, -12.75, -8.98], [-28.27, -12.26, -7.61], [-28.57, -11.72, -9.26], [-30.72, -12.60, -9.25], [-23.74, 0.33, -10.36], [-24.93, 0.52, -11.29], [-26.02, -0.51, -11.25], [-25.55, 1.73, -10.86], [-23.26, -0.57, -10.75], [-24.05, 0.20, -9.32], [-22.89, 0.99, -10.48], [-24.60, 0.73, -12.30], [-25.58, -1.42, -10.83], [-26.25, -0.82, -12.27], [-26.89, -0.25, -10.65], [-24.87, 2.40, -10.75], [-27.18, -6.98, -9.51], [-27.34, -5.96, -10.63], [-26.46, -4.80, -10.39], [-26.98, -6.57, -11.88], [-27.75, -6.66, -8.64], [-26.11, -7.04, -9.31], [-27.52, -7.99, -9.71], [-28.39, -5.69, -10.64], [-25.42, -5.10, -10.32], [-26.77, -4.29, -9.48], [-26.62, -4.05, -11.16], [-27.32, -7.47, -11.90], [-26.27, -11.09, -13.64], [-27.25, -9.93, -13.72], [-28.58, -10.22, -14.42], [-27.56, -9.44, -12.44], [-25.24, -10.77, -13.52], [-26.30, -11.69, -14.54], [-26.55, -11.66, -12.76], [-26.71, -9.19, -14.31], [-29.26, -9.38, -14.27], [-29.04, -11.07, -13.93], [-28.44, -10.49, -15.47], [-26.71, -9.48, -11.99], [-24.61, -10.63, -4.50], [-25.89, -10.55, -5.42], [-26.06, -9.24, -6.13], [-25.76, -11.45, -6.51], [-24.06, -11.56, -4.56], [-24.96, -10.46, -3.48], [-23.86, -9.84, -4.52], [-26.76, -10.76, -4.80], [-26.22, -8.55, -5.30], [-26.97, -9.33, -6.72], [-25.18, -8.80, -6.62], [-24.81, -11.60, -6.51], [-20.96, -5.54, -6.95], [-22.10, -6.01, -7.77], [-23.11, -6.91, -7.01], [-22.82, -4.82, -8.18], [-20.44, -6.43, -6.59], [-21.30, -4.85, -6.18], [-20.30, -4.99, -7.62], [-21.80, -6.51, -8.69], [-24.01, -7.09, -7.59], [-23.51, -6.45, -6.11], [-22.64, -7.83, -6.67], [-23.22, -4.46, -7.39], [-24.85, -13.96, -8.51], [-23.59, -14.33, -7.53], [-23.75, -15.68, -6.77], [-22.47, -14.24, -8.44], [-24.81, -14.59, -9.39], [-24.62, -12.96, -8.88], [-25.81, -13.92, -7.98], [-23.48, -13.54, -6.78], [-23.09, -15.84, -5.91], [-23.43, -16.41, -7.52], [-24.81, -15.75, -6.53], [-22.19, -13.32, -8.51]],
  "charge": 0,
  "homo_ev": -8.4,
  "e_lumo_ev": 0.13,
  "relative_energy_ev": 3.9537
}


| no. | largest force on an atom (eV Å⁻¹) | M (g/mol) |
| --- | --- | --- |
| 1 | 8.3 | 162.2 |
| 2 | 2.9 | 64.1 |
| 3 | 3.8 | 2107.1 |
| 4 | 10.0 | 633.6 |
| 5 | 3.3 | 987.5 |